Record 1
DFT (the ωB97M-V functional and the def2-TZVPD basis) results for a molecular structure, CH3FIP.

Orbital gap   0.36081 Eh
Highest occupied orbital energy   -9.8 eV

The geometry in ORCA input format:
```
! wB97M-V def2-TZVPD RIJCOSX def2/J DEFGRID3
* xyz 0 1
I 2.46 -0.15 -0.08
P -0.41 -1.50 -0.01
H -0.41 -1.32 -1.41
F -1.96 -1.01 0.17
C 0.40 0.07 0.42
H 0.31 0.32 1.48
H -0.03 1.38 -0.22
*
```

=====

Record 2
DFT (the ωB97M-V functional and the def2-TZVPD basis) results for a molecular structure, C34H60EuN2O2Si.

Orbital gap (alpha / beta)   0.24610 / 0.26182 Eh
Highest occupied orbital energy (alpha / beta)   -6.1 / -6.5 eV

The geometry in ORCA input format:
```
! wB97M-V def2-TZVPD RIJCOSX def2/J DEFGRID3
* xyz 0 8
H 6.21 0.94 -1.46
C 4.75 0.14 0.50
C -3.37 -3.17 -1.39
C -1.05 -1.17 -1.03
H -3.98 -1.31 2.14
C 4.07 0.10 1.75
H 2.55 3.10 -0.91
H 3.46 2.97 2.64
H 2.23 2.56 1.44
C 0.93 -0.18 5.18
C -2.89 -1.16 2.04
H 3.77 -1.63 -2.72
C 4.94 0.11 2.99
C 4.26 0.47 -0.78
H -3.69 1.85 2.77
O -2.74 -0.03 1.19
H 0.80 -3.47 1.07
H 0.08 2.95 -3.63
H -1.76 -0.43 -0.51
H 1.09 -2.46 3.07
H 5.82 0.00 0.55
H -0.14 -3.98 -1.97
C 1.82 -2.03 3.77
H -0.67 -1.82 -0.20
H -4.05 -2.48 -0.86
H -1.80 -0.88 -4.35
C 1.48 -3.24 0.23
H -0.23 1.06 -5.22
C 2.26 0.74 -2.25
Eu 1.45 -0.86 0.01
H 1.90 3.79 2.68
H -2.45 3.08 2.48
H -1.13 -1.03 3.33
H -2.20 3.42 -2.67
H -1.41 1.48 0.74
H -1.25 -4.52 -3.25
C -2.57 -1.52 -3.90
H 2.82 -2.23 3.37
N 2.74 0.05 1.91
H -0.26 -0.62 -1.61
H 4.57 -0.60 3.74
C 0.44 0.94 -4.37
H 1.30 -3.88 -0.64
C 0.71 1.17 5.47
Si -1.96 -2.32 -2.30
C 1.60 -0.58 4.02
C -2.00 1.14 1.60
H 2.47 -2.39 -3.67
C -5.45 1.31 -0.80
H -2.96 -3.85 -0.63
C 2.04 -0.38 -3.10
H -0.03 -3.26 -3.59
H -2.58 -0.17 3.94
H 5.97 -0.17 2.73
C 2.68 -1.72 -2.82
C 2.39 2.82 2.49
C -0.73 -3.64 -2.83
H -2.51 -1.96 3.98
C 0.62 2.02 -3.49
H 1.04 3.20 4.81
H 2.54 -3.24 0.56
C 1.56 3.02 -1.39
H -1.27 0.92 2.41
H 2.30 -2.26 -1.92
H -3.48 -0.92 -3.78
H 0.82 2.90 -0.58
H -3.53 2.62 1.14
H 0.18 1.46 6.38
C -4.52 0.14 -0.94
C 1.19 2.14 4.59
C 1.15 -0.25 -4.18
C -2.85 1.41 -2.32
H -3.69 1.42 -3.05
H 5.34 -0.16 -2.56
H -5.10 1.96 0.01
C 1.85 1.78 3.42
H -4.85 -0.60 -1.70
N 2.96 0.62 -1.02
H -5.50 1.87 -1.74
H -2.81 -2.29 -4.64
C -2.45 2.78 -1.82
H -4.46 -0.39 0.02
H -6.44 0.94 -0.54
C 5.23 0.72 -1.91
H 0.58 -0.94 5.88
H 1.34 3.98 -1.88
H 1.73 -2.58 4.71
H 4.92 1.57 -2.53
H 4.98 1.11 3.45
C 1.50 1.92 -2.41
C -2.98 2.23 2.02
C -2.24 -1.07 3.41
O -3.15 0.54 -1.21
H -2.48 -2.02 1.46
C 2.07 0.41 3.12
H -1.98 0.95 -2.83
H 0.99 -1.10 -4.84
H -3.26 3.24 -1.25
H -4.00 -3.77 -2.06
H -1.57 2.71 -1.18
*
```

=====

Record 3
DFT (the ωB97M-V functional and the def2-TZVPD basis) results for a molecular structure, C25H22B2Cl3F2IrN2O4S3.

Orbital gap (alpha / beta)   0.15214 / 0.20242 Eh
Highest occupied orbital energy (alpha / beta)   -2.0 / -5.4 eV

The geometry in ORCA input format:
```
! wB97M-V def2-TZVPD RIJCOSX def2/J DEFGRID3
* xyz -1 6
Ir 1.47 0.00 -2.82
H 1.66 -2.02 7.10
C 1.28 2.84 -2.98
C -0.59 -3.76 5.02
C -2.71 0.39 -2.53
N -0.48 0.36 -2.20
C 0.69 -2.00 -6.33
H 1.48 2.74 -1.90
C 1.71 0.41 3.85
C -0.02 -2.49 5.66
Cl 2.20 -1.70 -5.35
H 0.77 0.90 -5.59
F 3.87 0.78 0.70
F 3.70 2.85 -0.45
B -0.06 1.10 0.88
H 1.06 -3.71 7.13
H -0.62 -0.91 7.13
C 1.26 -2.84 6.48
C 0.97 0.51 2.68
C -1.01 1.13 -1.27
C -4.77 1.53 -1.13
H -0.11 -1.74 -5.62
O 1.00 1.48 1.71
C -2.44 1.12 -1.38
C 0.32 -1.47 4.58
H -0.62 -4.62 5.72
O -0.28 1.75 -0.30
H 2.56 1.08 4.03
Cl 0.50 -0.98 -7.75
H 0.72 -3.05 -6.64
S 3.48 0.35 -2.01
H -6.06 0.83 -2.70
C 1.23 4.12 -3.56
H -0.01 -4.07 4.15
S 4.80 -2.25 -1.20
H -1.98 -1.55 6.17
H 2.06 -3.13 5.80
C 1.26 -0.47 4.87
H -1.27 -2.49 7.47
C 0.62 3.07 -5.63
C -3.46 1.73 -0.70
C -5.01 0.87 -2.33
C 0.79 4.25 -4.88
C 0.85 1.84 -5.07
C -0.39 -1.39 3.36
C -1.52 -0.12 -3.08
H 0.60 5.22 -5.30
H -5.60 1.94 -0.58
N 1.07 1.71 -3.72
O -0.81 -0.02 1.30
C -1.03 -1.81 6.65
O -1.31 -0.79 -4.09
H 1.69 -0.39 5.85
H -4.12 -0.28 -3.96
H -1.18 -2.10 3.15
H 0.31 3.17 -6.66
S 1.83 -2.09 -1.54
C -3.96 0.25 -3.03
C 3.38 -1.40 -1.47
C -0.08 -0.40 2.44
B 3.69 1.49 -0.45
Cl 1.50 5.45 -2.50
H -1.62 -3.59 4.67
H -3.25 2.34 0.15
*
```

=====

Record 4
DFT (the ωB97M-V functional and the def2-TZVPD basis) results for a molecular structure, CClF2O2S.

Orbital gap   0.23787 Eh
Highest occupied orbital energy   -3.4 eV

The geometry in ORCA input format:
```
! wB97M-V def2-TZVPD RIJCOSX def2/J DEFGRID3
* xyz -1 1
S 1.03 0.50 1.22
F -0.37 -1.24 -0.60
O 2.04 -0.49 1.55
F -1.06 -0.42 -2.51
Cl -0.46 1.47 -0.76
O 0.06 0.51 2.29
C -1.24 -0.32 -1.19
*
```

=====

We obtain strongest force on any atom values of 4.76, 2.31, 3.61, 3.14 eV/Å for the records listed above, in that order.
We obtain molar mass values of 191.911, 708.916, 868.858, 149.525 g/mol for the records listed above, in that order.
We obtain relative energy (zero: lowest compared OMol25 entry of this formula, charge and spin) values of 1.365, 1.476, 0.526, 2.099 eV for the records listed above, in that order.